(1)
21
Properties=species:S:1:pos:R:3:forces:R:3:lowdin_charge:R:1 method="wB97M-V/def2-TZVPD" multiplicity=1 relative_energy_kcal_mol=0.0 molar_mass_g_mol=482.68 e_tot_ha=-4774.04108 orbital_gap_ev="7.4032 / 7.4037"
Ti 0.910031 -0.233045 -1.041073 -0.16 0.02 -0.01 1.12
O -1.208881 2.533505 -0.634077 0.01 0.03 -0.01 -0.26
S -0.194062 2.230144 -1.605392 0.00 -0.07 0.10 0.51
O -0.028767 3.077630 -2.722665 0.00 -0.01 0.01 -0.20
O -0.536335 0.715489 -2.193480 0.04 0.03 -0.04 -0.15
O 1.085857 1.795537 -0.934469 0.00 0.03 -0.07 -0.37
F -1.672484 -1.325733 -2.521878 -0.02 0.02 -0.01 0.22
B -1.277641 -0.418711 -1.624358 0.12 -0.03 0.08 -0.94
F -2.077231 -0.175852 -0.560926 -0.02 0.00 0.00 0.18
Se 3.568333 -3.565317 -3.388240 0.00 -0.01 0.00 0.66
C 2.617996 -2.382319 -2.563890 -0.01 0.01 0.00 -0.93
N 1.967016 -1.569725 -1.993653 0.03 0.02 0.03 -0.08
N -0.807243 1.091575 1.821731 0.02 0.04 0.00 0.26
C -0.069475 0.011809 1.882391 -0.03 -0.03 -0.02 -0.59
O 0.563612 -0.442234 0.888398 0.00 0.01 -0.03 -0.11
C 0.026089 -0.730546 3.174952 0.01 -0.02 -0.01 -0.54
I -1.398048 -2.318583 3.131798 0.00 0.00 0.00 0.87
H -0.967581 1.600380 0.944146 0.00 -0.02 -0.02 0.09
H -1.307870 1.397165 2.639733 -0.01 -0.01 0.00 0.14
H -0.200582 -0.108806 4.034257 0.00 0.00 0.00 0.06
H 1.007266 -1.182364 3.266695 0.00 0.00 0.01 0.06

---

(2)
11
Properties=species:S:1:pos:R:3:forces:R:3:lowdin_charge:R:1 method="wB97M-V/def2-TZVPD" multiplicity=1 relative_energy_kcal_mol=113.0 molar_mass_g_mol=96.88 e_tot_ha=-346.68151 orbital_gap_ev=10.3578
B -1.057707 -1.018082 -1.127472 -3.51 -1.20 1.85 -0.11
C -2.729730 -0.266204 0.158594 3.08 -1.68 -2.88 -0.19
C -0.000225 -0.156536 -0.632032 2.49 1.08 1.62 -0.30
C 1.798575 0.845411 0.616876 -1.02 2.43 -0.91 0.05
N -3.366851 0.369530 0.862928 -0.92 0.74 0.98 -0.04
O 0.046494 -1.294120 -0.048275 0.05 0.91 -0.35 0.16
O 0.716153 0.877054 -0.367716 -1.14 -0.48 -1.47 0.02
H -1.284324 -1.961542 -1.809652 -0.23 0.81 -0.39 0.08
H 1.553686 1.844509 1.150009 1.32 -1.82 -0.66 0.15
H 2.706879 0.755062 -0.007841 -0.26 0.45 0.88 0.12
H 1.617055 0.004923 1.204584 0.14 -1.24 1.35 0.07

---

(3)
11
Properties=species:S:1:pos:R:3:forces:R:3:lowdin_charge:R:1 method="wB97M-V/def2-TZVPD" multiplicity=2 relative_energy_kcal_mol=99.9 molar_mass_g_mol=225.39 charge=+1 e_tot_ha=-367.49278 orbital_gap_ev="7.4242 / 7.4284"
O 3.112719 -0.772929 -0.063920 0.66 -0.21 0.00 -0.18
C 4.215726 -1.035477 -0.103906 0.03 -0.04 0.00 0.11
O -1.230061 1.649325 0.627750 -1.10 -1.22 0.67 -0.52
C -2.299146 1.075762 1.150543 1.21 -0.65 -0.23 -0.21
C -2.614991 -0.417023 -0.174129 -1.38 -0.71 4.00 -0.22
O -1.601368 -1.040120 0.503494 0.45 -0.10 -3.38 -0.56
Ba 0.559137 0.163987 0.015120 -1.23 -0.04 0.16 2.06
H -2.498435 -0.234614 1.777524 0.77 1.47 -0.99 0.24
H -3.594041 -0.799888 0.151815 0.19 0.15 -0.06 0.09
H -2.384543 1.397681 2.201623 -1.23 0.93 -0.19 0.09
H -2.814440 -0.128356 -1.218473 1.63 0.42 0.03 0.11

---

(4)
10
Properties=species:S:1:pos:R:3:forces:R:3:lowdin_charge:R:1 method="wB97M-V/def2-TZVPD" multiplicity=2 relative_energy_kcal_mol=32.0 molar_mass_g_mol=281.04 charge=+2 e_tot_ha=-480.87423 orbital_gap_ev="5.3086 / 5.4802"
C -0.723787 -1.209081 0.123540 -2.95 2.14 -2.60 0.15
C 0.332997 -0.716429 -0.740351 1.34 0.00 2.99 0.04
H 0.120906 -0.341380 -1.748333 -0.23 -0.09 0.37 0.17
H 1.227565 -1.343732 -0.566917 -0.08 0.40 -0.57 0.16
C 0.510267 0.416286 0.463998 2.33 -1.18 -0.69 -0.16
O 0.630133 1.597501 0.160237 -1.22 -0.64 -0.92 -0.42
Bi 1.448298 3.371877 0.903460 0.61 1.61 0.57 1.48
H 0.918139 0.061722 1.428530 -0.54 -0.16 -0.20 0.17
O -1.866966 -0.604092 -0.053705 1.87 -1.90 0.53 0.21
H -2.597551 -1.232675 0.029541 -1.14 -0.18 0.51 0.19

---

(5)
10
Properties=species:S:1:pos:R:3:forces:R:3:lowdin_charge:R:1 method="wB97M-V/def2-TZVPD" multiplicity=1 relative_energy_kcal_mol=69.8 molar_mass_g_mol=215.87 e_tot_ha=-5339.83305 orbital_gap_ev="9.3384 / 6.9570"
C -0.989035 1.619841 -0.163390 1.69 -1.42 -0.31 -0.49
C 0.749782 0.092738 -0.425761 0.09 0.28 0.32 -0.81
C 0.308393 -1.259216 -0.031488 -0.11 -0.04 0.26 -0.16
O -0.036321 0.971086 -1.080051 -1.35 0.85 0.41 -0.25
Br -2.433986 0.551021 0.383023 -0.20 0.20 -0.19 0.73
Br 2.298995 0.792862 0.403253 -0.04 0.09 -0.02 0.75
H -0.469976 2.048239 0.696344 -0.14 0.21 -0.20 0.04
H -0.344659 -1.251893 0.856645 0.15 0.00 -0.08 0.05
H 1.184087 -1.863458 0.202250 -0.10 -0.06 -0.09 0.07
H -0.267277 -1.701221 -0.840829 -0.01 -0.11 -0.11 0.09

---

(6)
11
Properties=species:S:1:pos:R:3:forces:R:3:lowdin_charge:R:1 method="wB97M-V/def2-TZVPD" multiplicity=1 relative_energy_kcal_mol=55.5 molar_mass_g_mol=231.87 e_tot_ha=-5415.10487 orbital_gap_ev=7.2336
C 0.579704 -0.206541 0.006050 0.99 -1.67 0.92 -0.77
C 2.017313 -0.030045 -0.440247 -1.57 -3.57 2.04 0.02
C -2.207551 0.230774 0.513700 1.84 0.97 -2.35 -1.02
O 0.274153 -1.099362 0.795189 0.14 -0.26 0.54 -0.08
O -0.211318 0.640206 -0.447360 -3.18 1.83 -0.54 -0.06
Br -2.438576 -1.468547 -0.056338 -0.49 -0.20 0.46 0.89
Br -3.186393 1.559797 -0.315226 -0.04 -0.15 0.30 0.78
H 1.945473 0.601502 -1.234030 1.03 1.82 -2.13 0.04
H 2.410106 0.249738 0.503444 1.21 1.05 0.44 0.08
H 2.341132 -1.082238 -0.575158 0.25 0.84 -0.58 0.10
H -1.524042 0.604712 1.249980 -0.19 -0.66 0.90 0.03

---

(7)
10
Properties=species:S:1:pos:R:3:forces:R:3:lowdin_charge:R:1 method="wB97M-V/def2-TZVPD" multiplicity=1 relative_energy_kcal_mol=38.8 molar_mass_g_mol=171.42 smiles=C[C@@H]1O[C@@]1(Cl)Br e_tot_ha=-3226.08729 orbital_gap_ev=10.8485
C 0.418767 1.274977 0.095278 -0.50 -2.22 0.84 -0.05
C -0.308364 0.064948 -0.472868 -0.08 0.68 -1.19 -0.38
O -1.321766 -0.470965 0.406683 -1.13 -0.62 -0.19 -0.06
C -0.256419 -1.243186 0.126179 1.82 0.45 2.24 -1.16
Cl 0.837535 -1.331719 1.756355 -1.03 -0.85 -2.01 0.50
Br -0.316523 -2.732418 -1.016731 -0.08 -0.62 0.43 0.79
H 1.011807 0.885823 1.006999 -0.87 1.22 -1.61 0.05
H -0.416324 1.916899 0.375965 0.54 0.57 0.11 0.09
H 1.013490 1.626203 -0.718403 0.63 0.83 -0.12 0.07
H -0.662203 0.009439 -1.559455 0.71 0.55 1.50 0.15

---

(8)
11
Properties=species:S:1:pos:R:3:forces:R:3:lowdin_charge:R:1 method="wB97M-V/def2-TZVPD" multiplicity=1 relative_energy_kcal_mol=90.9 molar_mass_g_mol=187.42 e_tot_ha=-3301.23589 orbital_gap_ev=7.8305
C 1.461815 0.023935 0.202905 3.02 1.40 -2.48 -0.44
C -0.728087 -0.515134 0.930640 1.99 -1.51 2.19 0.01
C 3.230758 -2.041388 -1.333850 1.18 -0.73 1.65 -1.12
O 1.279597 1.225100 0.240018 0.90 -1.22 0.39 0.06
O 0.563792 -0.864507 0.341155 -2.26 -1.77 1.32 -0.13
Cl 2.981173 -1.042046 -2.591375 -0.50 0.77 -2.06 0.61
Br 1.892138 -3.262597 -0.984757 -0.45 -0.57 -0.38 0.67
H -0.709079 -0.809003 2.033705 0.21 0.93 -1.36 0.13
H -1.370652 -1.193712 0.503603 -1.59 -1.47 -1.16 0.06
H -1.035246 0.454705 0.720941 -0.16 1.81 -0.12 0.07
H 2.479997 -0.618753 -0.258241 -2.33 2.36 2.02 0.09

---

(9)
9
Properties=species:S:1:pos:R:3:forces:R:3:lowdin_charge:R:1 method="wB97M-V/def2-TZVPD" multiplicity=1 relative_energy_kcal_mol=74.7 molar_mass_g_mol=138.97 e_tot_ha=-2790.44485 orbital_gap_ev="8.3340 / 8.5829"
C -0.115713 0.446297 0.073914 2.38 0.18 2.74 -0.36
C -0.580089 -0.875906 0.646656 0.04 -0.97 -0.48 -0.08
C 0.966971 -0.015272 -0.786676 0.18 -0.60 0.12 -0.57
F -1.439305 -1.381605 -0.303611 0.07 -0.49 0.88 -0.06
Br 2.644945 -0.235316 0.071934 -0.31 -0.04 -0.67 0.65
H -0.873529 0.910510 -0.445872 -1.92 0.76 -1.16 0.08
H 0.310087 1.206675 0.769482 -0.60 -0.76 0.04 0.11
H -0.182180 -1.710937 1.375048 -0.48 2.17 -1.76 0.15
H 0.741659 -0.401801 -1.777923 0.64 -0.23 0.30 0.06

---

(10)
9
Properties=species:S:1:pos:R:3:forces:R:3:lowdin_charge:R:1 method="wB97M-V/def2-TZVPD" multiplicity=1 relative_energy_kcal_mol=33.9 molar_mass_g_mol=133.98 smiles="C=CBr.C#N" e_tot_ha=-2745.40804 orbital_gap_ev=10.5357
C 0.962320 -1.110993 -0.382578 0.76 -1.50 0.78 -0.11
C 0.841839 0.179508 -0.495305 1.60 1.45 -0.91 -0.70
Br 1.326824 1.381489 0.882167 -0.51 0.15 0.42 0.64
H 1.156957 -1.645739 0.586763 -0.45 0.61 -1.18 0.08
H 1.113746 -1.623026 -1.331027 -0.57 -0.41 0.32 0.06
H 0.976620 0.684276 -1.466142 -0.74 -0.33 0.55 0.05
C -2.164379 0.713758 0.809347 -0.04 -0.38 -0.80 -0.11
N -2.471349 -0.039245 0.011539 -0.47 -0.61 -0.30 0.07
H -1.742578 1.459971 1.385235 0.42 1.00 1.12 0.01

---

(11)
12
Properties=species:S:1:pos:R:3:forces:R:3:lowdin_charge:R:1 method="wB97M-V/def2-TZVPD" multiplicity=1 relative_energy_kcal_mol=68.7 molar_mass_g_mol=177.99 e_tot_ha=-2930.11567 orbital_gap_ev=9.0556
C -1.602996 0.316134 0.229406 4.16 -0.18 -1.04 -0.68
C 0.867125 0.882985 -0.299123 0.06 0.68 0.72 -0.58
C 0.710567 -1.601704 0.190159 0.72 -0.77 -0.62 -0.12
N -1.467603 1.560235 0.161887 1.15 -1.27 -0.48 0.01
N -0.178647 1.868717 -0.109724 -0.35 2.18 0.08 0.03
N 0.296749 -0.303550 -0.253902 -4.55 0.17 0.49 0.00
O 2.027008 1.238206 -0.426966 -0.38 -0.09 -0.08 0.04
Br -2.809550 -0.887093 -0.251013 -1.17 -0.87 0.07 0.86
H 1.115774 -2.288380 -0.694253 0.26 1.81 2.02 0.13
H 1.238724 -1.463242 1.185260 0.17 -0.84 -1.53 0.11
H -0.164460 -2.210181 0.396793 -0.56 0.29 0.32 0.03
H -0.032694 2.887872 -0.128527 0.49 -1.11 0.03 0.16

---

(12)
10
Properties=species:S:1:pos:R:3:forces:R:3:lowdin_charge:R:1 method="wB97M-V/def2-TZVPD" multiplicity=1 relative_energy_kcal_mol=89.8 molar_mass_g_mol=149.98 e_tot_ha=-2820.57028 orbital_gap_ev="8.2145 / 8.2123"
C -0.047746 -0.949567 0.566313 1.55 0.51 -0.19 0.05
C 0.411168 0.157275 -0.015653 -0.07 1.24 1.16 -0.16
C 0.643009 0.175988 -1.429468 -1.81 0.26 -3.23 -0.28
N -1.293639 0.102776 -2.289296 2.07 0.80 2.16 -0.53
O 1.457225 0.179334 -2.267142 -0.32 -0.05 1.29 0.11
Br -0.952270 -0.445091 -4.064766 -0.21 0.92 0.57 0.48
H -0.143640 -0.773251 1.639942 -0.36 -1.22 -0.24 0.08
H 0.073285 -1.882071 -0.027688 -1.00 0.47 1.04 0.10
H 0.587518 1.105900 0.591279 -0.37 -1.22 -1.21 0.14
H -1.541271 1.142216 -2.133304 0.52 -1.71 -1.34 0.00